# 1
ORCA calculation (ωB97M-V/def2-TZVPD) on a molecular structure, C15H22BCl2N3O2S2Tl.

Results
Gap between HOMO and LUMO, eV: 6.399
ΔE to the lowest compared entry with this formula, charge and spin, kJ/mol: 59.3
Highest occupied orbital energy, Ha: -0.1584

Geometry as ORCA input:
```
! wB97M-V def2-TZVPD RIJCOSX def2/J DEFGRID3
* xyz -1 1
Tl -1.1813 2.3445 0.4986
C 2.7669 0.1861 3.8705
S 2.6407 1.9944 4.0278
C 1.4827 2.2391 2.6783
S -0.1230 2.5181 3.1078
N 2.0472 2.0379 1.5339
N 1.3435 2.1432 0.4083
C 1.8260 1.5742 -0.6517
C 1.0432 1.5322 -1.8452
C 1.4714 0.7748 -2.9487
C 0.6507 0.6657 -4.0472
C -0.5630 1.3464 -4.0455
C -0.9119 2.0706 -2.9184
N -0.1564 2.1478 -1.8358
H 3.3454 -0.1520 4.7238
H 3.2672 -0.0641 2.9400
H 1.7670 -0.2380 3.8895
H 2.7542 1.0019 -0.6167
H 2.4336 0.2812 -2.9116
H 0.9514 0.0726 -4.9009
H -1.2229 1.3100 -4.8997
H -1.8497 2.6071 -2.8734
Cl -3.7777 1.7791 0.1770
C -1.8776 4.5796 0.2844
Cl -0.7245 5.9222 0.1380
H -2.4856 4.7842 1.1648
H -2.5211 4.6265 -0.5922
C -0.1536 -3.0572 1.9427
C -0.0105 -2.0822 0.7842
C 1.3659 -2.2441 0.1337
O -0.0941 -0.7333 1.2723
B -0.7545 0.0229 0.3448
O -1.1854 -0.7433 -0.7054
C -1.1630 -2.1083 -0.2578
C -0.9823 -3.0713 -1.4207
C -2.5293 -2.3372 0.3960
H 0.7066 -2.9560 2.5990
H -0.1939 -4.0787 1.5726
H -1.0488 -2.8459 2.5158
H 2.1291 -2.0128 0.8723
H 1.4644 -1.5458 -0.6938
H 1.5158 -3.2589 -0.2244
H -0.0845 -2.8553 -1.9883
H -1.8379 -2.9839 -2.0840
H -0.9361 -4.0919 -1.0469
H -2.6496 -1.6392 1.2213
H -2.6595 -3.3569 0.7483
H -3.2961 -2.1059 -0.3396
*
```


# 2
ORCA calculation (ωB97M-V/def2-TZVPD) on a molecular structure, C28H35BrN4OPt.

Results
Gap between HOMO and LUMO (alpha / beta), eV: 6.088 / 6.770
Highest occupied orbital energy (alpha / beta), Ha: -0.2137 / -0.2674

Geometry as ORCA input:
```
! wB97M-V def2-TZVPD RIJCOSX def2/J DEFGRID3
* xyz 0 3
Pt 0.5983 -0.4056 0.5959
Br 1.1256 -3.7586 6.3910
C 0.9996 -2.8474 4.7290
C -0.2458 -2.5116 4.2270
C -0.3307 -1.8435 3.0132
C 0.8112 -1.4943 2.2779
C 2.0463 -1.8664 2.8175
C 2.1516 -2.5325 4.0319
H -1.1404 -2.7715 4.7779
H -1.3101 -1.5837 2.6272
H 2.9601 -1.6418 2.2768
H 3.1198 -2.8068 4.4304
C 4.7093 -1.6642 -1.2150
N 3.6814 -1.2138 -2.1308
C 4.1008 -0.5248 -3.3301
C 2.3825 -1.3465 -1.8169
O 1.9667 -1.8863 -0.7986
H 5.4352 -2.2846 -1.7425
H 4.2403 -2.2405 -0.4225
H 5.2356 -0.8099 -0.7791
H 4.8178 -1.1324 -3.8844
H 4.5720 0.4327 -3.0897
H 3.2370 -0.3401 -3.9663
H 1.6992 -0.9344 -2.5727
C -6.4384 0.3577 1.0314
C -5.6496 1.4526 1.3510
C -4.2811 1.4018 1.1403
C -3.6656 0.2692 0.5978
C -4.4728 -0.8316 0.2966
C -5.8408 -0.7822 0.5106
C -2.1992 0.3039 0.4343
C -1.3366 -0.5348 -0.1684
C -1.7159 -1.6146 -1.0898
C -1.2546 -2.9168 -0.8792
C -1.5810 -3.9300 -1.7698
C -2.3414 -3.6539 -2.8967
C -2.7795 -2.3549 -3.1324
C -2.4707 -1.3443 -2.2383
H -7.5078 0.3865 1.1970
H -6.0976 2.3445 1.7708
H -3.6661 2.2557 1.4038
H -4.0356 -1.7393 -0.0932
H -6.4460 -1.6484 0.2734
H -1.7599 1.1456 0.9791
H -0.6399 -3.1262 -0.0127
H -1.2300 -4.9378 -1.5852
H -2.5880 -4.4441 -3.5947
H -3.3677 -2.1301 -4.0136
H -2.8219 -0.3337 -2.4109
C 3.3454 1.5521 0.1692
N 2.4005 2.6468 0.2626
C 2.5243 3.4689 1.4555
C 1.1939 2.5209 -0.3780
N 0.8101 1.3665 -0.8422
N 0.4513 3.6815 -0.4806
C -0.9199 3.5794 -0.9421
C 1.1109 4.9070 -0.9078
H 4.2771 1.8661 0.6397
H 3.5380 1.3163 -0.8768
H 2.9839 0.6436 0.6715
H 2.6537 2.8311 2.3348
H 1.6243 4.0603 1.5949
H 3.3833 4.1399 1.3825
H -0.0301 1.4475 -1.4013
H -1.4128 2.7221 -0.4906
H -0.9881 3.4957 -2.0348
H -1.4571 4.4784 -0.6394
H 2.1630 4.8881 -0.6442
H 0.6443 5.7685 -0.4274
H 1.0287 5.0326 -1.9940
*
```


# 3
ORCA calculation (ωB97M-V/def2-TZVPD) on 2 unconnected molecules or ions with the total composition C5H12NO.

Results
Gap between HOMO and LUMO, eV: 7.433
ΔE to the lowest compared entry with this formula, charge and spin, kJ/mol: 354.9
Highest occupied orbital energy, Ha: -0.4942

Geometry as ORCA input:
```
! wB97M-V def2-TZVPD RIJCOSX def2/J DEFGRID3
* xyz 1 1
C 1.0739 0.3178 3.1269
C 1.4746 0.3016 1.6321
C 0.2880 -0.2875 0.8528
C 0.5401 -0.7705 -0.3859
N -0.5444 -0.6269 -1.3261
C -0.8565 -1.3267 -2.3813
H 1.7478 0.8587 3.7841
H 0.0518 0.6998 3.0527
H 0.9334 -0.7155 3.4851
H 1.7748 1.3079 1.3534
H 2.3330 -0.3170 1.3359
H -0.5113 -0.7035 1.4697
H 1.4927 -0.8740 -0.8890
H -1.2752 0.0795 -1.0596
H -0.7640 -2.4167 -2.3550
H -0.9126 -0.8861 -3.3720
H -1.8699 2.5348 -0.9504
H -1.9279 1.9148 -2.3565
O -1.6289 1.7392 -1.4536
*
```


# 4
ORCA calculation (ωB97M-V/def2-TZVPD) on a molecular structure, C6H3N.

Results
Gap between HOMO and LUMO (alpha / beta), eV: 8.326 / 8.325
ΔE to the lowest compared entry with this formula, charge and spin, kJ/mol: 521.4
Highest occupied orbital energy (alpha / beta), Ha: -0.3360 / -0.3360

Geometry as ORCA input:
```
! wB97M-V def2-TZVPD RIJCOSX def2/J DEFGRID3
* xyz 0 1
C -3.3410 -0.0741 -0.0864
C -2.8412 -1.1677 0.6653
C -2.4681 0.8634 -0.3175
C -0.6563 0.7755 0.2048
C 0.6148 0.5786 0.4558
C -1.7970 -0.7512 -0.2412
N -1.5563 1.7233 0.0252
H 1.2661 1.3336 0.2896
H 1.1043 -0.2615 0.7722
H -1.3592 -1.1209 -1.0943
*
```